Molecular formula: C5H9ClN2O2
Method: DFT, the ωB97M-V functional and the def2-TZVPD basis

Last column: Mulliken charge in e.
Element x y z (Å)
C  0.009  1.547  -0.156  0.474
C  -0.930  -0.841  0.196  1.181
C  -1.126  -1.718  -1.070  -1.451
C  -0.004  -1.354  1.352  -1.211
C  2.350  1.819  -0.263  -0.771
N  -0.891  0.509  -0.134  0.231
N  -1.930  0.096  0.599  -0.435
O  -0.286  2.701  0.055  -0.591
O  1.151  1.018  -0.532  -0.325
Cl  -3.464  0.105  -0.293  -0.144
H  -1.685  -1.077  -1.753  0.416
H  -1.692  -2.491  -0.715  0.464
H  -0.096  -1.946  -1.470  0.301
H  0.970  -0.796  1.220  0.225
H  0.028  -2.451  1.245  0.314
H  -0.508  -1.184  2.286  0.381
H  2.708  1.707  0.732  0.339
H  2.259  2.923  -0.424  0.313
H  3.138  1.431  -0.873  0.287

Kohn-Sham gap (eV): 10.1
E_LUMO (eV): 0.7
Energy above the lowest of the compared OMol25 structures with the same formula, charge and spin (kJ/mol): 166.4
Largest force on an atom (hartree/bohr): 0.0700
HOMO level (Eh): -0.34528


Molecular formula: C5H9ClN2S
Method: DFT, the ωB97M-V functional and the def2-TZVPD basis

Last column: Mulliken charge in e.
Element x y z (Å)
C  -2.405  0.078  0.369  0.370
C  -0.388  1.138  -0.793  -0.563
C  -0.848  -0.760  0.383  -0.388
C  2.293  -0.401  -0.349  -1.035
C  1.462  0.292  0.650  -0.468
N  -3.308  -0.559  0.943  -0.563
N  -0.015  0.295  0.361  0.046
S  -2.124  1.503  -0.578  -0.164
Cl  -0.836  -2.111  -0.840  -0.213
H  0.233  2.126  -0.767  0.339
H  -0.221  0.726  -1.782  0.400
H  -0.791  -1.355  1.321  0.376
H  3.290  -0.018  -0.283  0.409
H  2.417  -1.505  -0.141  0.274
H  2.072  -0.373  -1.458  0.275
H  1.805  -0.138  1.634  0.256
H  1.596  1.340  0.597  0.395
H  -4.231  -0.278  0.733  0.256

Kohn-Sham gap (eV): 9.7
E_LUMO (eV): 0.6
Energy above the lowest of the compared OMol25 structures with the same formula, charge and spin (kJ/mol): 0.0
Largest force on an atom (hartree/bohr): 0.0917
HOMO level (Eh): -0.33219


Molecular formula: C5H9ClO4S
Method: DFT, the ωB97M-V functional and the def2-TZVPD basis

Last column: Mulliken charge in e.
Element x y z (Å)
C  -0.159  -1.630  0.583  -0.768
C  -0.753  -1.303  -0.837  -0.200
C  -0.808  0.267  -0.977  -0.237
C  0.640  0.993  0.158  0.382
C  0.103  1.878  1.217  -1.008
O  1.824  -0.494  1.966  -0.665
O  2.178  -1.030  -0.373  -0.758
O  0.057  -1.739  -1.864  -0.546
O  -1.987  0.685  -0.469  -0.531
S  1.291  -0.550  0.672  1.181
Cl  1.673  1.897  -0.972  -0.167
H  -0.794  -1.112  1.399  0.312
H  0.059  -2.665  0.840  0.400
H  -1.757  -1.870  -0.978  0.356
H  -0.557  0.691  -2.011  0.511
H  1.001  2.424  1.476  0.380
H  -0.175  1.175  2.026  0.282
H  -0.678  2.441  0.611  0.224
H  1.001  -1.693  -1.671  0.443
H  -2.159  1.635  -0.797  0.409

Kohn-Sham gap (eV): 9.8
E_LUMO (eV): 0.2
Energy above the lowest of the compared OMol25 structures with the same formula, charge and spin (kJ/mol): 193.3
Largest force on an atom (hartree/bohr): 0.0829
HOMO level (Eh): -0.35259


Molecular formula: C5H9ClO4S
Method: DFT, the ωB97M-V functional and the def2-TZVPD basis

Last column: Mulliken charge in e.
Element x y z (Å)
C  -0.437  -1.462  0.590  -0.914
C  -1.092  -1.166  -0.773  0.094
C  -1.093  0.312  -1.051  -0.132
C  1.045  0.930  -0.081  0.214
C  0.573  1.929  0.908  -1.022
O  1.658  -0.666  2.042  -0.613
O  2.093  -1.610  -0.182  -0.621
O  -0.373  -1.862  -1.769  -0.529
O  -2.011  1.031  -0.303  -0.468
S  1.330  -0.793  0.673  1.032
Cl  2.242  1.344  -1.242  -0.159
H  -0.818  -1.001  1.481  0.466
H  -0.282  -2.569  0.666  0.362
H  -2.183  -1.570  -0.650  0.334
H  -0.753  0.702  -2.054  0.363
H  1.517  2.335  1.417  0.360
H  0.076  1.303  1.795  0.261
H  -0.180  2.533  0.420  0.250
H  0.516  -1.665  -1.747  0.363
H  -1.826  1.946  -0.141  0.359

Kohn-Sham gap (alpha / beta) (eV): 8.3 / 8.3
E_LUMO (alpha / beta) (eV): -0.2 / -0.2
Energy above the lowest of the compared OMol25 structures with the same formula, charge and spin (kJ/mol): 338.0
Largest force on an atom (hartree/bohr): 0.0845
HOMO level (alpha / beta) (Eh): -0.31177 / -0.31180


Molecular formula: C5H9ClP
Method: DFT, the ωB97M-V functional and the def2-TZVPD basis

Last column: Mulliken charge in e.
Element x y z (Å)
C  0.245  -1.221  0.006  0.207
C  -0.038  0.110  0.838  0.471
C  -0.682  -2.260  -0.458  -0.793
C  -1.340  0.670  1.101  -0.979
C  1.404  1.849  -0.757  -0.992
P  1.529  0.926  0.853  0.181
Cl  2.040  -1.188  -0.147  -0.064
H  -0.472  -2.225  -1.515  0.314
H  -1.694  -1.826  -0.091  0.223
H  -0.421  -3.108  0.049  0.346
H  -2.067  -0.090  0.868  0.303
H  -1.519  1.468  0.340  0.319
H  -1.438  0.891  2.214  0.338
H  2.373  1.748  -1.147  0.374
H  1.283  2.914  -0.650  0.363
H  0.798  1.343  -1.504  0.389

Kohn-Sham gap (eV): 7.3
E_LUMO (eV): -5.8
Energy above the lowest of the compared OMol25 structures with the same formula, charge and spin (kJ/mol): 161.4
Largest force on an atom (hartree/bohr): 0.1779
HOMO level (Eh): -0.48453
Total charge: +1


Molecular formula: C5H9CrF10N5O20S6
Method: DFT, the ωB97M-V functional and the def2-TZVPD basis

Last column: Mulliken charge in e.
Element x y z (Å)
Cr  -0.121  0.111  -0.251  1.691
C  -0.102  -4.708  -1.072  0.382
F  -0.533  -5.651  -1.888  -0.184
F  -0.801  -4.685  0.084  -0.125
F  1.237  -4.908  -0.796  -0.231
S  -0.320  -2.963  -1.951  1.204
O  -1.714  -2.831  -2.358  -0.719
O  0.016  -1.921  -0.959  -0.544
O  0.486  -2.965  -3.186  -0.674
C  0.872  4.719  -0.492  0.534
F  0.354  4.745  -1.739  -0.221
F  1.602  5.770  -0.256  -0.204
F  -0.136  4.690  0.361  -0.203
S  1.847  3.031  -0.227  1.144
O  2.794  2.968  -1.322  -0.812
O  2.609  3.067  1.021  -0.711
O  0.875  1.959  -0.176  -0.581
N  -1.257  0.270  -1.942  0.587
S  -2.725  0.227  -2.377  0.772
O  -3.162  -0.697  -3.424  -0.559
O  -3.466  1.450  -2.080  -0.658
F  -3.060  -0.683  -1.081  -0.294
S  -0.755  0.551  -3.578  0.517
O  -1.532  1.377  -4.482  -0.562
O  -0.046  -0.595  -4.243  -0.508
F  0.460  1.597  -3.173  -0.255
N  2.608  1.074  3.048  -0.265
S  2.274  -0.486  2.390  0.892
O  1.234  -0.422  1.351  -0.157
O  2.591  -1.718  3.128  -0.586
F  3.560  -0.357  1.464  -0.336
S  1.631  0.675  4.222  1.004
O  2.093  -0.140  5.351  -0.640
O  0.243  0.629  3.826  -0.515
F  1.707  2.133  4.907  -0.339
C  -3.615  2.202  1.960  -0.978
N  -2.180  2.012  1.537  0.862
O  -1.366  2.723  2.097  -0.501
O  -1.904  1.149  0.733  -0.223
H  -3.779  3.058  2.616  0.329
H  -3.814  1.304  2.545  0.283
H  -4.312  2.307  1.129  0.299
C  4.211  0.106  -2.372  -0.909
N  2.776  -0.389  -2.398  0.708
O  2.412  -0.955  -3.391  -0.434
O  2.029  -0.055  -1.475  -0.048
H  4.131  1.051  -1.835  0.275
H  4.514  0.353  -3.389  0.313
H  4.825  -0.630  -1.853  0.280
C  -2.174  -3.423  2.443  -0.953
N  -2.250  -2.019  2.056  0.752
O  -3.113  -1.289  2.537  -0.575
O  -1.472  -1.611  1.234  -0.269
H  -2.557  -3.454  3.463  0.374
H  -1.138  -3.713  2.617  0.290
H  -2.590  -4.037  1.644  0.283

Kohn-Sham gap (alpha / beta) (eV): 8.2 / 8.6
E_LUMO (alpha / beta) (eV): 4.2 / 4.2
Multiplicity: 5
Energy above the lowest of the compared OMol25 structures with the same formula, charge and spin (kJ/mol): 145.5
Largest force on an atom (hartree/bohr): 0.1722
HOMO level (alpha / beta) (Eh): -0.14508 / -0.15917
Total charge: -2